# 1
An isolated molecule of C22H28ClN3O4. Source: the OMol25 dataset; level of theory: ωB97M-V/def2-TZVPD.

Structure (ORCA input):
```
! wB97M-V def2-TZVPD RIJCOSX def2/J DEFGRID3
* xyz 0 1
C -0.9941 -5.1516 0.6111
C -0.8186 -3.7705 -0.0185
C 0.5704 -3.6510 -0.6412
C -1.0746 -2.6969 1.0432
C -1.0456 -1.2579 0.5134
N 0.3011 -0.7255 0.5036
C 0.9111 -0.2311 -0.5938
O 0.3440 -0.1809 -1.6797
C 2.2886 0.2335 -0.3569
C 2.8604 0.5854 0.8485
C 4.1886 0.9855 0.5819
C 5.2401 1.4373 1.3842
C 6.4311 1.7314 0.7656
Cl 7.7677 2.2929 1.7159
C 6.6149 1.5938 -0.6171
C 5.5903 1.1523 -1.4212
C 4.3712 0.8501 -0.8186
N 3.2062 0.4071 -1.3650
C 3.0298 0.1323 -2.7654
C -1.9000 -0.3566 1.4288
O -2.1405 -0.6954 2.5751
N -2.3114 0.8269 0.9350
C -2.1834 1.3356 -0.4124
C -3.5531 1.3694 -1.0963
C -4.5644 2.1731 -0.2753
C -4.2710 3.6594 -0.3160
O -3.3184 4.1868 -0.8229
O -5.2381 4.3626 0.2887
C -4.5824 1.6772 1.1789
C -3.1679 1.6624 1.7552
H -0.2578 -5.3053 1.3970
H -1.9855 -5.2541 1.0461
H -0.8652 -5.9312 -0.1361
H -1.5644 -3.6558 -0.8137
H 1.3374 -3.6480 0.1309
H 0.7562 -4.4943 -1.3030
H 0.6600 -2.7418 -1.2275
H -2.0568 -2.8666 1.4876
H -0.3430 -2.7927 1.8482
H -1.4138 -1.2364 -0.5153
H 0.8027 -0.7720 1.3756
H 2.3887 0.5975 1.8115
H 5.1193 1.5483 2.4498
H 7.5745 1.8396 -1.0431
H 5.7339 1.0454 -2.4850
H 3.3228 1.0043 -3.3520
H 1.9823 -0.0878 -2.9564
H 3.6443 -0.7198 -3.0666
H -1.4890 0.7459 -1.0058
H -1.7905 2.3555 -0.3553
H -3.4395 1.8142 -2.0849
H -3.9255 0.3499 -1.2132
H -5.5687 2.0527 -0.6964
H -5.0410 5.3118 0.2507
H -5.2266 2.3149 1.7842
H -4.9820 0.6617 1.2012
H -3.1707 1.2502 2.7656
H -2.7540 2.6760 1.7773
*
```

Values from the calculation:
SMILES: CC(C)C[C@H](NC(=O)c1cc2cc(Cl)ccc2n1C)C(=O)N1CCC(C(=O)O)CC1
Orbital gap, Ha: 0.31874
LUMO, eV: 0.3


# 2
An isolated molecule of C3H8FN at a distorted geometry. Source: the OMol25 dataset; level of theory: ωB97M-V/def2-TZVPD.

Structure (ORCA input):
```
! wB97M-V def2-TZVPD RIJCOSX def2/J DEFGRID3
* xyz 0 1
C 1.7261 -0.4687 -0.0972
C 0.4610 0.0274 0.4374
F 0.2109 1.3824 -0.1473
C -0.6043 -0.8478 -0.1097
N -1.8311 -0.0729 -0.0926
H 1.5586 -0.5442 -1.1222
H 2.5688 0.1048 0.1855
H 1.9451 -1.4503 0.2015
H 0.3821 0.1827 1.4309
H -0.5470 -1.8162 0.3696
H -0.5459 -1.0079 -1.1886
H -1.5525 0.8750 0.1001
H -2.3859 -0.5412 0.6140
*
```

Values from the calculation:
SMILES: C[C@@H](F)CN
Orbital gap, Ha: 0.37815
LUMO, eV: 1.1


# 3
An isolated molecule of C3H4P2 at a distorted geometry. Source: the OMol25 dataset; level of theory: ωB97M-V/def2-TZVPD.

Structure (ORCA input):
```
! wB97M-V def2-TZVPD RIJCOSX def2/J DEFGRID3
* xyz 0 1
C 1.2392 -1.0038 -0.6401
C 0.4340 -0.0674 -0.1426
C -0.6215 0.8934 -0.4117
P -0.2488 0.6060 1.5483
P -1.9790 -0.0311 2.5066
H 1.1193 -1.1093 -1.7290
H 1.9322 -1.7483 -0.1087
H -0.2733 1.9605 -0.4784
H -1.6022 0.4999 -0.5445
*
```

Values from the calculation:
SMILES: C=C1CP1#P
Orbital gap (spin up / spin down), Ha: 0.23441 / 0.22309
LUMO (spin up / spin down), eV: -1.5 / -1.5


# 4
A cluster of 2 separate species, C2H5N3O in total at a distorted geometry. Source: the OMol25 dataset; level of theory: ωB97M-V/def2-TZVPD.

Structure (ORCA input):
```
! wB97M-V def2-TZVPD RIJCOSX def2/J DEFGRID3
* xyz 0 1
C -0.7310 0.4168 -0.4320
C -0.7866 -0.8961 -0.2282
N 2.2361 -0.8647 0.9416
N 2.8700 -0.3563 0.1713
N 3.4100 0.2533 -0.6946
O -2.0202 -1.5475 -0.3134
H 0.1782 0.8854 -0.5454
H -1.7416 0.7293 -0.7879
H 0.0863 -1.5425 -0.1397
H 4.3832 0.1454 -1.0645
H -2.5986 -0.7954 -0.2609
*
```

Values from the calculation:
Orbital gap, Ha: 0.37391
LUMO, eV: 1.1